[1]
ORCA calculation (the ωB97M-V functional and the def2-TZVPD basis) on an isolated molecule of C27H34N4O2.

Summary:
E_HOMO ... -8.128 eV
SMILES string ... CCn1ccnc1CN(C)C(=O)c1ccc(OC2CCN(CCc3ccccc3)CC2)cc1

Cartesian coordinates (Å):
C: 0.67967 -0.25133 6.36337
C: 2.09542 -0.18034 6.92940
N: 2.85520 0.89449 6.34012
C: 2.93844 2.15472 6.86340
C: 3.72774 2.87454 6.01707
N: 4.12948 2.08596 4.98948
C: 3.59109 0.90585 5.19712
C: 3.76624 -0.25068 4.26727
N: 3.20410 0.02414 2.95374
C: 3.92467 0.99398 2.16456
C: 2.01703 -0.52586 2.62030
O: 1.37955 -1.21795 3.40306
C: 1.51948 -0.28355 1.23508
C: 2.26236 -0.64853 0.12047
C: 1.75165 -0.50100 -1.15688
C: 0.47688 0.02804 -1.34122
O: -0.12578 0.25360 -2.53308
C: 0.45945 -0.20527 -3.74165
C: 0.32608 -1.72415 -3.89524
C: -1.14984 -2.11037 -3.95865
N: -1.78399 -1.43985 -5.07493
C: -3.06100 -1.99233 -5.45904
C: -4.15743 -2.10841 -4.37164
C: -4.58413 -0.78765 -3.80207
C: -4.32430 -0.46052 -2.47628
C: -4.70139 0.76737 -1.96294
C: -5.34909 1.68786 -2.76878
C: -5.62722 1.36714 -4.08664
C: -5.25122 0.13818 -4.59674
C: -1.75198 -0.00100 -4.89885
C: -0.30081 0.47478 -4.88089
C: -0.27491 0.38495 -0.21757
C: 0.23421 0.21888 1.05054
H: 0.18248 0.71072 6.46728
H: 0.10722 -1.00137 6.90217
H: 0.70649 -0.52717 5.31184
H: 2.06169 -0.00322 8.00887
H: 2.61494 -1.12609 6.75548
H: 2.44841 2.42040 7.77757
H: 4.03455 3.89898 6.07856
H: 4.83535 -0.45504 4.14012
H: 3.26309 -1.13819 4.65405
H: 4.24015 1.80361 2.82674
H: 3.28820 1.39353 1.37926
H: 4.81180 0.53947 1.71393
H: 3.24830 -1.07135 0.24672
H: 2.35901 -0.79868 -1.99729
H: 1.51811 0.09287 -3.77956
H: 0.82466 -2.02406 -4.81731
H: 0.79679 -2.23771 -3.05530
H: -1.23925 -3.18987 -4.10477
H: -1.61893 -1.84546 -2.99650
H: -2.86987 -3.00131 -5.84244
H: -3.43988 -1.38624 -6.28563
H: -3.80170 -2.75968 -3.57162
H: -5.01756 -2.59364 -4.84074
H: -3.81851 -1.17303 -1.83882
H: -4.49026 1.00584 -0.93043
H: -5.64138 2.64815 -2.37009
H: -6.14177 2.07688 -4.71842
H: -5.47850 -0.10882 -5.62437
H: -2.28022 0.46414 -5.73429
H: -2.23375 0.31817 -3.96327
H: 0.18306 0.22136 -5.82418
H: -0.27358 1.55608 -4.74381
H: -1.26355 0.78707 -0.37515
H: -0.35852 0.48023 1.91412

[2]
ORCA calculation (the ωB97M-V functional and the def2-TZVPD basis) on a structure of composition C30H21Br2N5OTa.

Summary:
E_HOMO ... -16.306 eV
Net charge ... +3

Cartesian coordinates (Å):
Ta: -0.05566 0.29177 0.22077
C: 2.84490 -1.92332 2.99213
C: 1.90456 -0.96503 2.60221
N: 1.71221 -0.63384 1.33185
C: 2.46393 -1.25973 0.35942
C: 3.38193 -2.26952 0.66555
C: 3.56825 -2.58217 2.03281
C: 4.06277 -2.90886 -0.39649
C: 3.80224 -2.55789 -1.69420
C: 2.90269 -1.51570 -1.99752
C: 2.27842 -0.84445 -0.98117
N: 1.42811 0.29616 -1.06442
C: 1.77168 1.50257 -1.73443
C: 2.62497 1.65181 -2.79206
C: 2.91575 2.93735 -3.29899
C: 2.37346 4.05370 -2.73063
C: 1.51590 3.92964 -1.60822
C: 0.99911 5.03792 -0.90437
C: 0.23791 4.84862 0.22492
C: -0.03142 3.55177 0.64191
N: 0.42319 2.47265 0.00078
C: 1.21490 2.65030 -1.12521
H: 2.97335 -2.14026 4.04270
H: 1.29411 -0.46352 3.34328
H: 4.28810 -3.34277 2.31184
H: 4.78419 -3.68385 -0.16942
H: 4.29848 -3.07215 -2.50570
H: 2.69802 -1.27523 -3.03228
H: 3.10151 0.79540 -3.24721
H: 3.59348 3.02702 -4.13679
H: 2.61164 5.04033 -3.10771
H: 1.22239 6.03929 -1.25360
H: -0.14745 5.68255 0.79381
H: -0.63410 3.37920 1.52591
Br: -0.62055 -4.58018 0.03416
C: -1.85310 -3.45214 0.86810
C: -3.00049 -3.96768 1.50654
C: -3.88547 -3.12817 2.12958
Br: -5.40417 -3.85055 2.93634
C: -3.65672 -1.71774 2.17359
C: -4.46939 -0.76995 2.82571
C: -4.12014 0.55861 2.79775
C: -2.95255 0.95134 2.14308
N: -2.14406 0.09772 1.52167
C: -2.51422 -1.23167 1.52817
C: -1.65335 -2.10744 0.86614
O: -0.59417 -1.45719 0.29961
H: -3.17900 -5.03394 1.49701
H: -5.35813 -1.09396 3.35241
H: -4.73003 1.30488 3.28678
H: -2.66305 1.99545 2.13653
C: -3.18434 3.00738 -3.57408
C: -3.36566 1.55096 -3.10652
C: -2.37080 1.16826 -2.11148
N: -1.58735 0.86971 -1.32745
H: -4.00130 3.25469 -4.24749
H: -2.24672 3.12853 -4.11419
H: -3.21173 3.70030 -2.73411
H: -3.27966 0.85497 -3.94364
H: -4.34953 1.39552 -2.65875

[3]
ORCA calculation (the ωB97M-V functional and the def2-TZVPD basis) on an isolated molecule of C3H6S3.

Summary:
E_HOMO ... -8.852 eV
SMILES string ... S=C[C@H](S)CS

Cartesian coordinates (Å):
S: 1.27664 -1.04959 2.11201
C: 0.96864 -0.17875 0.74001
C: -0.14440 -0.63815 -0.17018
S: 0.50434 -0.68038 -1.99896
C: -1.15308 0.53362 0.09809
S: -0.54719 2.05627 -0.62012
H: 1.73399 0.48995 0.37080
H: -0.52848 -1.57153 0.13918
H: 0.60686 -2.01148 -1.84680
H: -2.11713 0.16178 -0.41584
H: -1.09220 0.59145 1.26948
H: 0.49200 2.29682 0.32233

[4]
ORCA calculation (the ωB97M-V functional and the def2-TZVPD basis) on a cluster of 14 separate species, C5H36O16 in total.

Summary:
E_HOMO ... -10.211 eV

Cartesian coordinates (Å):
O: 1.24013 -0.14250 0.18933
C: 1.59689 -0.41843 1.32289
O: 1.97068 -1.64756 1.63583
C: 1.60469 0.58324 2.42128
C: 0.47112 0.34049 3.42703
C: -0.93418 -0.08088 2.84145
C: -1.92534 1.07300 3.14312
O: -1.74742 2.10576 2.19184
H: 2.15884 -2.28456 0.88360
H: 1.47302 1.57374 1.97347
H: 2.55133 0.61320 2.95905
H: 0.78436 -0.48915 4.06174
H: 0.24336 1.19752 4.05379
H: -1.22883 -1.06103 3.19791
H: -0.87558 -0.05438 1.75065
H: -1.76515 1.38442 4.17563
H: -2.96434 0.73196 3.05860
H: -1.51170 1.70154 1.33887
H: 0.43534 -3.99516 3.27549
H: 0.96438 -2.60276 2.79922
O: 0.40197 -3.05218 3.45444
H: -1.54577 -3.06285 1.31247
H: -1.38210 -3.91943 2.52766
O: -2.06139 -3.47724 2.01516
H: 1.13448 2.00942 -4.39574
H: 0.22941 0.72605 -4.66060
O: 0.46814 1.60645 -4.95374
H: 0.49073 4.48703 1.88247
H: 0.09834 3.03971 2.16671
O: 0.82211 3.58761 1.82328
H: 0.86480 -3.02536 -0.50602
H: 2.16634 -2.98521 -1.33416
O: 1.82795 -3.13517 -0.44398
H: 0.89536 -1.55134 -2.59646
H: 1.67870 -2.13649 -3.74271
O: 1.75371 -1.93663 -2.80234
H: -1.75609 -0.82482 -2.57185
H: -2.21003 -1.70510 -3.84509
O: -1.50180 -1.50812 -3.23327
H: 0.85482 3.50729 -2.28270
H: 1.72274 2.24445 -2.06097
O: 0.83261 2.54460 -2.30397
H: 2.69068 0.07062 -1.48973
H: 2.73955 0.06334 -3.01666
O: 2.75763 0.65026 -2.25660
H: -1.45567 2.31936 -3.86785
H: -1.09676 2.74774 -2.54113
O: -1.90601 2.62854 -3.06633
H: -0.19842 2.49947 -0.46143
H: -0.06710 0.98958 -0.18613
O: -0.71441 1.70144 -0.32774
H: -1.23980 -1.31591 -0.17359
H: -1.44121 -2.42219 -1.15798
O: -0.89459 -2.18979 -0.38826
H: -2.07234 0.95962 -1.11971
H: -2.76370 0.95185 -2.44127
O: -2.66451 0.38491 -1.65495

The F_max results, record by record, are as follows: 0.78 0.92 4.03 1.82 eV/A.
The E_LUMO results, record by record, are as follows: 0.79 -10.56 -0.71 -0.07 eV.